DFT (wB97M-V/def2-TZVPD) results for the ion C3H9N4 with charge +1 in a non-equilibrium geometry.

The calculation puts the HOMO-LUMO gap (alpha / beta) at 0.3082 / 0.3082 hartree. Its structure (SMILES) is CN[C@@H](N)C=[N+]=N. The relative energy (zero: lowest compared OMol25 entry of this formula, charge and spin) comes out at 520.7 kJ/mol. The HOMO energy (alpha / beta) is -13.3093 / -13.3094 eV. The charge is +1. For the largest force on an atom, the calculation gives 4.5 eV Å⁻¹.

Geometry (Å):
1 C 0.5587 0.5032 0.0111
2 C -1.2024 1.0450 -1.5746
3 C 0.1013 -1.1162 -0.3834
4 N 1.1988 0.6262 1.2013
5 N 0.1923 -2.1118 1.7698
6 N 0.2224 -1.8607 0.5698
7 N -0.7401 0.9165 -0.1722
8 H 1.2829 0.5484 -0.8240
9 H -2.0705 1.6453 -1.5056
10 H -0.3432 1.5445 -1.9485
11 H -1.4904 0.1350 -1.8814
12 H -0.1017 -1.2994 -1.4298
13 H 2.1750 0.5133 1.3132
14 H 0.9280 -2.4903 2.2680
15 H -1.4544 0.7936 0.4628
16 H 0.7433 0.6073 2.1233

---

DFT (wB97M-V/def2-TZVPD) results for a cluster of 2 separate species, C4H8O2 in total.

The calculation puts the HOMO-LUMO gap at 0.3555 hartree. Its structure (SMILES) is OC1=CC1.CO. The relative energy (zero: lowest compared OMol25 entry of this formula, charge and spin) comes out at 382.0 kJ/mol. The HOMO energy is -9.0626 eV. For the largest force on an atom, the calculation gives 0.6 eV Å⁻¹.

Geometry (Å):
1 C -0.2369 -1.9407 0.0494
2 C -0.4927 1.3058 0.1429
3 O -1.7025 1.2739 0.7021
4 C 0.9710 1.3413 0.3881
5 C 0.2156 1.3464 -0.9388
6 O 0.6447 -1.6910 -1.0198
7 H -0.0957 -1.2408 0.8886
8 H -0.0213 -2.9490 0.4101
9 H -1.2925 -1.8958 -0.2539
10 H -1.5992 1.2203 1.6614
11 H 1.4417 2.2654 0.7407
12 H 1.5029 0.4345 0.6979
13 H 0.3320 1.4212 -2.0058
14 H 0.3329 -0.8917 -1.4629

---

DFT (wB97M-V/def2-TZVPD) results for a structure of composition C13H17Br15O4 in a non-equilibrium geometry.

The calculation puts the HOMO-LUMO gap at 0.3224 hartree. The relative energy (zero: lowest compared OMol25 entry of this formula, charge and spin) comes out at 247.7 kJ/mol. The HOMO energy is -9.9886 eV. For the largest force on an atom, the calculation gives 3.9 eV Å⁻¹.

Geometry (Å):
1 C -4.6150 0.2003 16.0900
2 Br -6.0063 -0.5583 14.8114
3 Br -5.1125 2.0361 16.8296
4 Br -2.9557 0.5650 15.0207
5 H -4.4279 -0.4790 16.9217
6 C -5.2992 -5.5517 16.2976
7 Br -3.8161 -4.3401 16.8458
8 Br -7.0783 -4.8263 16.7246
9 Br -5.1584 -7.3147 17.1744
10 H -5.3604 -5.6413 15.2130
11 C 1.0917 0.8368 18.9429
12 Br 1.1168 1.2943 20.8145
13 Br 2.9293 1.2492 18.1661
14 Br -0.1042 2.1753 18.1208
15 H 0.7684 -0.1475 18.6041
16 C 2.4790 -3.4362 15.3195
17 Br 3.1428 -2.4497 13.7038
18 Br 0.9445 -4.5495 14.7979
19 Br 1.9278 -2.1935 16.7358
20 H 3.3543 -4.0243 15.5953
21 C -6.2338 -1.2858 20.3350
22 Br -5.2187 -0.1903 21.7307
23 Br -5.2384 -2.9105 19.7537
24 Br -7.0457 -0.3273 18.8302
25 H -7.1405 -1.6938 20.7816
26 O 0.5393 -6.2423 25.5551
27 C 0.4901 -5.7255 24.4352
28 O 1.5648 -5.7530 23.5104
29 C 1.1631 -5.1994 22.2197
30 C -0.3256 -5.2807 22.2494
31 C -0.6284 -4.9843 23.7198
32 H 1.5761 -5.8462 21.4456
33 H 1.5039 -4.1664 22.1498
34 H -0.4870 -6.3271 21.9906
35 H -0.7302 -4.6416 21.4645
36 H -1.6522 -5.2746 23.9554
37 H -0.5753 -3.9679 24.1100
38 O 0.1777 -2.2794 21.4646
39 C -0.5946 -2.1639 20.5526
40 O -0.1119 -2.4804 19.3029
41 C -1.1383 -2.2138 18.3050
42 C -1.9610 -1.0584 19.0067
43 C -1.9862 -1.5338 20.4342
44 H -1.7731 -3.0184 17.9338
45 H -0.6047 -1.6335 17.5522
46 H -2.9804 -1.0779 18.6212
47 H -1.5732 -0.0462 18.8917
48 H -2.6222 -2.4087 20.5692
49 H -2.2201 -0.8292 21.2323

---

DFT (wB97M-V/def2-TZVPD) results for the molecule C3H6N2O.

The calculation puts the HOMO-LUMO gap at 0.3293 hartree. The relative energy (zero: lowest compared OMol25 entry of this formula, charge and spin) comes out at 400.0 kJ/mol. The HOMO energy is -8.6864 eV. For the largest force on an atom, the calculation gives 0.5 eV Å⁻¹.

Geometry (Å):
1 C 1.4975 -0.5868 0.2258
2 N 0.4966 0.1428 -0.5788
3 C -0.9830 -0.0480 -0.3000
4 N -1.4525 -0.7891 -1.1916
5 C -1.6663 0.7912 0.7136
6 O -1.1530 1.7517 1.2434
7 H 0.9992 -1.3952 0.7654
8 H 2.0130 0.0623 0.9367
9 H 2.2297 -1.0257 -0.4574
10 H 0.7658 1.1156 -0.7378
11 H -0.0240 -0.5237 -1.4913
12 H -2.7230 0.5048 0.8720

---

DFT (wB97M-V/def2-TZVPD) results for a structure of composition C5H15NO2Rb in a non-equilibrium geometry.

The calculation puts the HOMO-LUMO gap at 0.3050 hartree. The relative energy (zero: lowest compared OMol25 entry of this formula, charge and spin) comes out at 35.8 kJ/mol. The HOMO energy is -12.1390 eV. The charge is +1. For the largest force on an atom, the calculation gives 2.8 eV Å⁻¹.

Geometry (Å):
1 Rb 1.3607 3.3026 -0.3273
2 C -0.4006 2.6405 3.4138
3 O -0.2110 2.3032 2.0326
4 H 0.3001 2.3398 4.1859
5 H -0.3503 3.7367 3.3556
6 H -1.4196 2.3834 3.7106
7 H -0.8227 2.8161 1.5054
8 C 1.6209 -1.3418 -2.0855
9 C 0.6575 -0.6383 -1.1220
10 C -0.0826 -1.6765 -0.2710
11 O -1.0252 -2.4296 -0.9990
12 C -2.2225 -1.7392 -1.2656
13 N 1.4679 0.3198 -0.3394
14 H 1.8936 -0.5995 -2.8393
15 H 1.1111 -2.1544 -2.6008
16 H 2.5399 -1.7183 -1.6368
17 H -0.0788 -0.0019 -1.6185
18 H -0.5945 -1.0928 0.5050
19 H 0.6716 -2.3390 0.1525
20 H -2.0419 -0.8429 -1.8711
21 H -2.7971 -1.4612 -0.3790
22 H -2.8789 -2.3100 -1.9213
23 H 2.3329 -0.1345 -0.0706
24 H 0.9694 0.6379 0.4859

---

DFT (wB97M-V/def2-TZVPD) results for a structure of composition C11H24ClIN4OPRh in a non-equilibrium geometry.

The calculation puts the HOMO-LUMO gap (alpha / beta) at 0.2646 / 0.1559 hartree. The spin multiplicity is 5. The HOMO energy (alpha / beta) is -14.6777 / -15.2213 eV. The charge is +2. For the largest force on an atom, the calculation gives 5.2 eV Å⁻¹.

Geometry (Å):
1 C 1.0743 -1.9406 -1.1177
2 I 3.1148 2.8792 -1.0688
3 H 0.3724 -2.6936 -1.5524
4 H 1.5801 -2.5231 -0.3394
5 H 1.8686 -1.7413 -1.8823
6 Rh -0.2404 -0.3879 0.0770
7 P -0.3067 0.3678 -2.0877
8 C 1.1264 0.5892 -3.2286
9 C -1.1423 -1.0037 -3.0031
10 H -2.3588 1.6123 -1.7004
11 H -1.7280 1.9383 -3.3561
12 H -0.9756 2.6917 -1.9014
13 C -1.4516 1.7824 -2.2949
14 H -2.0037 -1.3078 -2.4053
15 H -1.4248 -0.6458 -3.9908
16 H 0.7736 0.6369 -4.2701
17 H 1.8261 -0.2454 -3.1289
18 H -0.4280 -1.8233 -3.0766
19 H 1.6978 1.5054 -2.9900
20 C 1.6338 -0.0187 0.0615
21 O 2.7665 -0.3365 0.0876
22 Cl -2.5139 0.4089 0.6015
23 C -0.5207 0.9032 2.8447
24 N -0.0662 -0.3939 2.1735
25 C -0.9008 -1.5691 2.6486
26 N -0.9473 -1.6646 4.1105
27 C -1.5023 -0.3873 4.6515
28 N -0.6263 0.7647 4.3017
29 C 0.7209 0.4899 4.8532
30 N 1.2988 -0.7191 4.2248
31 C 1.3203 -0.5692 2.7647
32 C 0.4432 -1.8793 4.5989
33 H -1.5009 1.1892 2.4483
34 H 0.2513 1.6706 2.6506
35 H -0.4255 -2.4977 2.2891
36 H -1.9389 -1.4751 2.3066
37 H -1.5587 -0.4569 5.7503
38 H -2.5057 -0.2316 4.2353
39 H 1.3752 1.3678 4.6699
40 H 0.6239 0.3227 5.9412
41 H 1.8036 -1.4807 2.3478
42 H 1.9161 0.3477 2.5545
43 H 0.4323 -1.9943 5.6862
44 H 0.8366 -2.7767 4.1157